Run 1
Computed, not measured: C20H30N2O3 in the gas phase, with ωB97M-V/def2-TZVPD.

Summary:
- E_HOMO: -7.998 eV
- Structure (SMILES): CCOc1cccc(CN2CCC(CCC(=O)NC3CC3)CC2)c1O

Each line ends with the natural charge from an NBO analysis.
Positions of all 55 atoms, in Å:
C (-7.478, -0.145, -0.058)  -0.6187
C (-1.490, 0.136, -0.187)  -0.0924
H (0.596, -3.789, -0.191)  0.1898
H (-0.173, -0.874, 1.781)  0.2106
C (2.998, 3.826, -1.177)  -0.4281
C (-2.285, 1.926, 1.216)  -0.2294
H (-6.182, 0.555, 1.526)  0.1740
H (3.258, 2.899, 0.843)  0.2491
H (-4.401, 2.094, 1.457)  0.2174
H (-2.083, 2.774, 1.852)  0.2121
N (3.489, 1.416, -0.578)  -0.6141
H (3.309, 1.126, -1.526)  0.3935
H (0.346, -2.565, 1.840)  0.1899
C (2.752, -2.237, 0.522)  -0.2167
H (3.343, 3.623, -2.180)  0.2106
H (-0.225, 1.537, 0.813)  0.2137
H (1.992, -0.226, 0.767)  0.1973
C (3.003, 2.700, -0.189)  -0.0684
H (-7.430, -1.187, 0.248)  0.2138
H (-8.371, 0.308, 0.362)  0.2157
C (4.250, -1.897, 0.500)  -0.3809
C (-0.369, -0.653, -0.805)  -0.2367
C (0.438, -1.628, 1.281)  -0.2218
H (-6.289, 1.652, 0.121)  0.1729
H (5.749, -0.664, -0.392)  0.2379
O (4.488, 0.950, 1.390)  -0.6359
H (0.516, -0.002, -0.893)  0.1649
H (2.236, -1.561, -1.473)  0.1855
H (0.240, -3.003, -1.735)  0.1984
H (2.274, -1.072, 2.281)  0.2196
C (0.678, -2.849, -0.746)  -0.2059
H (4.291, -0.800, -1.379)  0.1984
C (4.212, 0.623, 0.255)  0.6880
C (-3.864, 0.460, 0.174)  0.2204
H (-7.534, -0.104, -1.143)  0.2134
N (-0.112, -1.864, -0.040)  -0.4399
H (-4.038, -1.414, -1.250)  0.4960
C (-2.806, -0.248, -0.421)  0.3363
O (-5.114, -0.024, -0.142)  -0.5307
H (4.575, -1.701, 1.523)  0.2247
H (1.173, 2.581, -1.449)  0.2146
C (1.911, -1.194, 1.260)  -0.4248
C (-3.599, 1.542, 0.993)  -0.2801
C (2.161, -2.468, -0.871)  -0.4250
C (-6.244, 0.598, 0.430)  -0.0582
H (-0.675, -0.967, -1.806)  0.2185
H (4.793, -2.772, 0.133)  0.2040
O (-3.078, -1.295, -1.243)  -0.6758
H (2.659, -3.181, 1.076)  0.1973
H (3.239, 4.817, -0.828)  0.2206
C (4.657, -0.693, -0.358)  -0.4968
H (2.704, -3.263, -1.386)  0.2085
H (1.050, 3.763, -0.090)  0.2222
C (1.703, 3.200, -0.739)  -0.4337
C (-1.245, 1.231, 0.633)  -0.2154



Run 2
Computed, not measured: a 3-piece molecular cluster, C20H30N2O3 overall, with ωB97M-V/def2-TZVPD.

Summary:
- E_HOMO: -9.474 eV
- Structure (SMILES): NCCCCCOC(=O)OCCN.c1ccccc1.c1ccccc1

Each line ends with the natural charge from an NBO analysis.
Positions of all 55 atoms, in Å:
H (2.715, 0.541, -1.818)  0.2023
C (-2.698, 2.583, 0.014)  0.9947
C (1.162, 3.854, 5.844)  -0.2153
C (0.860, 1.993, -0.365)  -0.4161
N (3.887, -1.253, -0.086)  -0.8325
H (0.900, 0.898, 3.379)  0.1970
C (1.865, 1.668, 5.135)  -0.2378
C (-0.430, 2.813, -0.523)  -0.0623
O (-1.526, 1.960, -0.220)  -0.5324
H (1.875, -1.114, 0.583)  0.1612
C (0.550, -3.610, -2.837)  -0.2213
C (-0.296, -4.367, -4.954)  -0.2157
C (2.037, -0.092, -1.254)  -0.3977
O (-2.854, 3.782, 0.204)  -0.6136
H (2.842, 0.360, 0.689)  0.1867
H (-0.388, 3.667, 0.138)  0.2061
C (-3.458, 0.315, -0.011)  -0.0739
O (-3.740, 1.725, -0.020)  -0.5033
C (0.272, 3.914, 4.781)  -0.1995
H (-4.620, -1.070, 1.146)  0.1880
H (0.383, -3.151, -1.871)  0.2092
H (2.654, 2.686, 6.848)  0.2128
H (-0.350, 4.788, 4.643)  0.2147
H (-1.504, -3.460, -3.432)  0.2124
C (0.696, 0.632, -1.039)  -0.3938
C (2.626, -0.506, 0.077)  -0.2175
H (0.101, -0.010, -0.400)  0.1991
H (-6.161, -1.406, -0.808)  0.3595
H (3.707, -2.243, -0.142)  0.3499
H (2.652, -3.893, -2.512)  0.2109
C (1.959, 2.732, 6.020)  -0.2120
H (3.033, -4.930, -4.720)  0.2135
H (1.705, 2.546, -0.760)  0.2121
H (0.195, 0.774, -1.991)  0.2025
H (1.147, -5.231, -6.285)  0.2129
H (-1.123, -4.504, -5.638)  0.2129
C (0.979, -4.778, -5.317)  -0.2107
C (1.825, -4.025, -3.197)  -0.2130
C (0.975, 1.728, 4.071)  -0.1535
C (-0.511, -3.782, -3.715)  -0.2017
H (4.453, -1.110, 0.735)  0.3548
H (1.234, 4.683, 6.536)  0.2133
H (-3.111, 0.023, -0.997)  0.1843
N (-5.165, -1.266, -0.849)  -0.8302
C (0.182, 2.852, 3.892)  -0.2433
H (-2.721, 0.076, 0.741)  0.1934
H (2.483, 0.791, 5.274)  0.2109
H (-4.961, -0.801, -1.720)  0.3502
H (-5.504, 0.320, 0.542)  0.1921
H (1.814, -0.963, -1.860)  0.2032
C (-4.755, -0.427, 0.284)  -0.2426
H (1.023, 1.870, 0.703)  0.1990
H (-0.510, 2.899, 3.060)  0.2125
C (2.039, -4.608, -4.438)  -0.2109
H (-0.441, 3.125, -1.562)  0.1784



Run 3
Computed, not measured: C20H30N2O3 in the gas phase, with ωB97M-V/def2-TZVPD.

Summary:
- E_HOMO: -7.891 eV
- Structure (SMILES): COC(=O)c1ccc(CN2CCN(C3CCCC3)[C@@H](CCO)C2)cc1

Each line ends with the natural charge from an NBO analysis.
Positions of all 55 atoms, in Å:
N (2.868, -0.833, -0.174)  -0.4684
H (-1.068, 2.579, 1.246)  0.2058
H (-7.464, -0.415, 0.453)  0.1941
H (0.111, 2.531, -2.257)  0.2031
H (0.403, -2.038, 1.140)  0.2117
H (4.817, 0.695, -0.119)  0.2048
H (1.498, 2.054, 1.007)  0.1990
C (1.128, 0.156, -1.686)  -0.2443
C (-1.219, 1.796, -0.743)  -0.0277
H (4.150, -3.487, 0.635)  0.2065
H (0.978, 0.393, -2.743)  0.1999
H (-3.194, 1.568, 2.007)  0.2348
H (3.226, -0.074, -2.058)  0.1978
C (3.968, 1.319, 0.169)  -0.4377
C (-6.776, -1.188, 0.105)  -0.2580
H (3.574, 2.906, 1.597)  0.1701
H (0.273, -0.452, -1.344)  0.1710
C (1.466, 1.112, 0.457)  -0.2491
C (4.403, 2.268, 1.285)  -0.0527
H (6.151, 2.642, 0.525)  0.4610
H (3.655, 1.906, -0.696)  0.2234
C (-2.846, 1.426, 0.995)  -0.1630
C (-4.885, 0.085, 0.629)  0.7785
H (1.379, -4.218, 1.749)  0.1940
H (2.963, 0.133, 1.653)  0.1992
C (2.507, -2.066, 0.489)  -0.0221
H (2.760, -1.929, 1.545)  0.1946
O (5.415, 3.157, 0.873)  -0.7141
N (1.226, 1.396, -0.943)  -0.4454
H (0.262, -4.596, 0.430)  0.2096
C (-3.194, 0.481, -1.190)  -0.1538
H (-3.796, -0.101, -1.869)  0.2294
H (3.778, -3.012, -1.012)  0.2093
H (2.047, -4.579, -1.197)  0.1951
C (3.334, -3.262, -0.050)  -0.4056
C (1.165, -4.046, 0.693)  -0.3987
C (2.366, -4.447, -0.162)  -0.4084
C (0.125, 2.320, -1.183)  -0.2228
C (-3.621, 0.666, 0.123)  -0.1799
H (-7.182, -1.699, -0.765)  0.1942
O (-5.551, -0.606, -0.312)  -0.5085
H (-1.680, 0.902, -2.633)  0.2130
C (2.438, -0.633, -1.540)  -0.2225
H (0.637, -2.404, -0.578)  0.1952
C (2.817, 0.393, 0.598)  -0.0239
H (0.672, 0.480, 0.894)  0.1776
C (-2.004, 1.042, -1.611)  -0.2279
H (2.817, -5.381, 0.172)  0.2091
C (1.043, -2.552, 0.422)  -0.4314
C (-1.659, 1.984, 0.565)  -0.1726
H (0.360, 3.245, -0.650)  0.2042
O (-5.289, 0.209, 1.760)  -0.5945
H (4.739, 1.687, 2.158)  0.1488
H (-6.603, -1.894, 0.919)  0.1936
H (2.333, -1.602, -2.030)  0.2046



Which structure loses on stability? run 2 does.